Computed, not measured: a structure of composition C11H16AlF9O11S3, with ωB97M-V/def2-TZVPD.

Structure (ORCA input):
```
! wB97M-V def2-TZVPD RIJCOSX def2/J DEFGRID3
* xyz 0 1
Al 26.13 -6.07 -5.36
C 25.49 -7.04 -9.24
F 26.46 -6.83 -10.15
F 24.25 -6.96 -9.76
F 25.56 -8.27 -8.72
S 25.55 -5.65 -7.83
O 25.10 -4.45 -8.57
O 24.67 -6.06 -6.74
O 26.95 -5.58 -7.38
C 28.35 -8.34 -7.72
F 29.69 -8.34 -7.47
F 28.09 -7.28 -8.45
F 27.95 -9.44 -8.33
S 27.27 -8.27 -6.08
O 27.84 -7.22 -5.21
O 25.94 -7.76 -6.42
O 27.28 -9.59 -5.49
C 23.99 -3.75 -2.78
F 24.50 -2.98 -1.85
F 22.87 -4.21 -2.26
F 23.78 -3.03 -3.94
S 25.23 -5.24 -3.15
O 26.35 -4.77 -4.01
O 25.72 -5.59 -1.77
O 24.53 -6.27 -3.93
C 26.06 -1.95 -5.80
C 27.01 -2.34 -6.92
C 26.67 -3.77 -7.27
O 26.25 -4.31 -5.96
C 25.83 -3.24 -5.07
H 25.11 -1.68 -6.28
H 26.41 -1.13 -5.18
H 28.05 -2.22 -6.60
H 26.94 -1.65 -7.75
H 27.53 -4.29 -7.68
H 25.85 -3.86 -7.98
H 26.48 -3.27 -4.19
H 24.79 -3.33 -4.76
C 29.92 -4.98 -6.63
C 29.38 -3.80 -5.84
C 28.47 -4.45 -4.82
O 27.77 -5.43 -5.58
C 28.71 -5.93 -6.61
H 30.79 -5.46 -6.18
H 30.15 -4.69 -7.65
H 28.78 -3.18 -6.50
H 30.15 -3.16 -5.41
H 27.71 -3.77 -4.42
H 29.05 -4.93 -4.04
H 28.23 -5.78 -7.58
H 28.96 -6.96 -6.36
*
```

Total energy ... -97727.07318 eV
Energy relative to the best compared isomer or geometry (same formula, charge and spin) ... 357.5 kcal/mol
Lowest unoccupied orbital energy ... 0.425 eV
Kohn-Sham gap ... 8.99 eV